The following is a DFT calculation (wB97M-V/def2-TZVPD) of C4H10O in the gas phase.

Summary:
**Relative energy (zero: lowest compared OMol25 entry of this formula, charge and spin)**: 16.0 kJ/mol
**Structure (SMILES)**: CC[C@@H](C)O
**Total energy**: -6357.63755 eV
**LUMO**: 0.03660 Ha
**HOMO**: -0.377 hartree
**Frontier orbital gap**: 0.4133 hartree

Cartesian coordinates (Å):
C 2.00498 0.10418 0.02291
C 0.66943 -0.61136 -0.16132
C -0.53067 0.33471 -0.21201
C -1.84642 -0.41270 -0.01226
O -0.35549 1.29623 0.81989
H 1.99937 0.66761 0.95908
H 2.21179 0.80847 -0.79209
H 2.82552 -0.61921 0.06213
H 0.67344 -1.20085 -1.08843
H 0.52313 -1.32020 0.66672
H -0.53936 0.84372 -1.19276
H -1.97304 -1.22028 -0.74188
H -1.85969 -0.84507 0.99471
H -2.70797 0.26087 -0.10463
H -1.09500 1.91387 0.77993